Density functional theory data (ωB97M-V/def2-TZVPD) for an isolated molecule of C22H38O5.

Atoms and positions in Å:
1 C 0.8762 -2.4376 3.7439
2 H -4.7217 -0.1790 0.8428
3 H 2.4196 5.3921 -3.9582
4 C -2.9107 -3.4271 0.0169
5 H -5.0646 -3.3277 -0.2045
6 H 2.4501 0.8667 -2.1248
7 H -1.2911 2.9545 -1.9044
8 C -1.3669 1.0041 -1.0972
9 C -0.5433 -2.5287 1.6494
10 C 3.3597 -0.5566 2.8223
11 C 3.3916 1.0361 1.0748
12 H -4.3351 -1.4822 -1.6076
13 H -1.1886 -1.7291 2.0211
14 H 1.0726 0.2923 -3.0799
15 C -2.0683 -0.0758 -1.4004
16 H 0.6567 3.4628 -0.5728
17 H -0.0269 -3.4369 -0.2199
18 O -4.9312 -0.3646 -0.0804
19 O 2.9336 0.6243 2.3597
20 C 0.7033 2.1263 -1.9951
21 H 0.5018 -3.4234 4.0301
22 H 2.5720 1.5659 0.5920
23 C -4.2410 -2.7224 0.1710
24 H 2.0310 -0.0883 4.4248
25 C 0.6733 4.4841 -3.0878
26 H 0.1990 -1.6923 4.1700
27 H 3.6882 0.1625 0.4916
28 H 2.9716 -2.9348 3.8618
29 C -2.5781 -1.0568 -0.3977
30 H 0.0745 -1.6739 -0.2291
31 C -0.5163 -2.5236 0.1217
32 H 3.6310 -0.6817 4.9014
33 H 2.2273 -2.5058 5.4067
34 O 1.0687 2.6026 -0.7092
35 C 0.7810 6.7684 -4.1624
36 C 0.8582 -2.3303 2.2220
37 C 1.2408 3.0650 -3.0952
38 C 1.3450 5.3530 -4.1499
39 H 0.8320 4.9477 -2.1099
40 H 0.9339 7.2502 -3.1989
41 C 2.2692 -2.2535 4.3452
42 H 1.0721 0.1151 -1.3207
43 H -0.4008 4.4624 -3.2832
44 C -1.9012 -2.4314 -0.5252
45 H -2.2973 -0.3049 -2.4333
46 O -2.6951 -4.5800 0.2748
47 H 1.2206 -1.3471 1.9183
48 H -1.7932 -2.6650 -1.5925
49 H -1.0966 1.6682 -3.1065
50 C 1.3693 0.7570 -2.1446
51 O 4.1001 -1.2905 2.2219
52 H 1.2705 7.3680 -4.9260
53 C -0.8328 1.9793 -2.0954
54 H 1.5346 -3.0769 1.8016
55 H -0.2867 6.7529 -4.3714
56 H 2.3248 3.1246 -2.9699
57 H -0.9544 -3.4773 1.9993
58 H 1.0427 2.6061 -4.0653
59 H 1.2006 4.8959 -5.1313
60 H -1.1302 1.2299 -0.0653
61 C 2.8029 -0.8251 4.2027
62 C -4.0819 -1.3751 -0.5479
63 H 4.2504 1.6989 1.1943
64 H -2.4091 -0.6605 0.6094
65 H -4.4137 -2.5605 1.2394

Values from the calculation:
HOMO energy in hartree: -0.3401
Relative energy (zero: lowest compared OMol25 entry of this formula, charge and spin) in kcal/mol: 2.36
Orbital gap in eV: 9.86
Structure (SMILES): CCCC[C@@](C)(O)C/C=C/[C@H]1[C@H](O)CC(=O)[C@@H]1CCCCCCC(=O)OC
Spin multiplicity: 1
Lowest unoccupied orbital energy in eV: 0.606

---

Density functional theory data (ωB97M-V/def2-TZVPD) for a structure of composition CH8N3P2.

Atoms and positions in Å:
1 N 0.3027 1.9465 0.4259
2 H -0.5616 -0.7620 -1.1519
3 H -0.2879 -2.0506 1.3911
4 P -2.0394 1.2014 -1.5197
5 H -1.2828 2.3906 -1.4456
6 H 1.0714 2.0262 1.1774
7 P 0.7295 -2.0289 0.5514
8 H -2.6192 1.4434 -0.2645
9 N 1.1867 -0.4653 0.9456
10 H 1.7400 -2.5313 1.3294
11 H -0.1064 2.6810 -0.0843
12 H 2.0832 -0.1051 1.0497
13 N -0.6551 0.2160 -0.7698
14 C 0.2307 0.7654 -0.0425

Values from the calculation:
Charge: +1
HOMO energy in hartree: -0.4715
Relative energy (zero: lowest compared OMol25 entry of this formula, charge and spin) in kcal/mol: 45.35
Orbital gap in eV: 8.93
Spin multiplicity: 1
Lowest unoccupied orbital energy in eV: -3.897

---

Density functional theory data (ωB97M-V/def2-TZVPD) for an isolated molecule of C22H30N4O6.

Atoms and positions in Å:
1 C -0.2135 2.6358 2.0966
2 H -0.4780 -1.9665 0.4541
3 C -2.9959 -1.5886 -3.9237
4 H -3.0595 -0.0733 -1.4303
5 H -0.0571 1.7127 1.5575
6 H -3.9140 -2.0119 -3.4916
7 H 3.8258 -1.3482 -1.4198
8 H 1.2722 -2.9305 -2.0323
9 N 1.6080 2.7149 -0.1236
10 H 2.4408 -4.4675 1.1225
11 C 0.1665 3.8367 1.5171
12 N -1.8640 0.4410 2.9829
13 C -0.7901 2.6002 3.3589
14 C -0.0299 5.0184 2.2198
15 H -0.2996 0.7215 4.2652
16 H -2.1917 0.3793 -4.2919
17 H -0.7531 5.9135 4.0201
18 H 3.1576 -1.7807 -3.0194
19 H -2.7852 0.7017 2.6509
20 H -2.9677 -1.8118 -4.9910
21 C 0.7642 3.8549 0.1323
22 O -1.8562 -2.1838 -3.3353
23 N 2.2026 -0.2510 -1.9731
24 C -2.2788 -0.1327 -2.1876
25 C -2.8795 -0.1011 -3.5959
26 C -2.0410 -2.3485 -0.9130
27 O 1.4180 -2.1464 -0.1776
28 C 2.9460 -3.8059 -0.8864
29 H -3.8387 0.4089 -3.6360
30 C 2.9084 -1.5040 -1.9928
31 H -0.4912 -1.4017 -2.0525
32 H -1.4325 3.7738 5.0306
33 O 3.3144 0.6651 -0.2058
34 O -0.1312 -0.9563 2.5052
35 C -1.5804 -1.5057 -2.1196
36 H -1.7176 -3.3818 -1.0642
37 H 0.2624 5.9603 1.7791
38 C 3.0016 -3.6650 0.6449
39 C -0.9846 3.7886 4.0478
40 H 1.3533 -0.1452 -2.5158
41 C 2.3208 -2.3165 0.9047
42 N -1.4787 -1.8502 0.3148
43 C -1.2513 -0.5271 2.2895
44 H 2.5004 -4.7548 -1.1796
45 H 4.0195 -3.6787 1.0264
46 H 1.3374 4.7768 -0.0151
47 H 1.7342 -2.2768 1.8212
48 H 3.0502 -1.4977 0.9134
49 C -0.6021 4.9914 3.4790
50 H -0.0353 3.8188 -0.6172
51 H -3.1295 -2.3185 -0.8233
52 C 2.3994 0.6601 -1.0123
53 C -1.1944 1.2718 3.9529
54 H 2.4099 2.5443 0.4726
55 C 1.3523 1.7751 -1.0365
56 H -1.8430 1.4210 4.8202
57 C 2.0621 -2.6254 -1.3379
58 H -1.5745 0.6804 -2.0276
59 H 3.9344 -3.7393 -1.3381
60 O 0.4131 1.7642 -1.8161
61 C -2.1328 -1.0407 1.1479
62 O -3.3025 -0.6974 1.0549

Values from the calculation:
HOMO energy in hartree: -0.3387
Relative energy (zero: lowest compared OMol25 entry of this formula, charge and spin) in kcal/mol: 27.28
Orbital gap in eV: 9.96
Structure (SMILES): O=C(NCc1cccc(CNC(=O)C(=O)NC[C@@H]2CCCO2)c1)C(=O)NC[C@H]1CCCO1
Spin multiplicity: 1
Lowest unoccupied orbital energy in eV: 0.742

---

Density functional theory data (ωB97M-V/def2-TZVPD) for a cluster of 2 separate species, C17H9F3N3O4S in total.

Atoms and positions in Å:
1 F -0.9033 -0.3295 5.9622
2 C -1.8178 -2.1055 -0.1362
3 H -2.2083 -2.7343 -0.9455
4 C -0.5852 0.7402 2.8448
5 C 1.6032 1.7789 -2.8816
6 C -0.0306 -0.7439 0.7138
7 S -1.9730 1.8234 4.9519
8 N -2.3571 2.2107 -2.1768
9 H 3.1574 -1.8030 -3.2302
10 C 1.6622 -0.5840 -2.2252
11 C -0.4290 0.5662 -1.7893
12 H 3.2446 2.2680 -4.3402
13 H 0.2654 -2.7038 -0.3496
14 O -4.0886 0.2483 3.1691
15 O 0.4629 1.2720 3.1604
16 H 1.2922 -1.3694 -1.5560
17 N -1.8249 0.8439 3.4927
18 H 1.1872 2.7788 -2.7026
19 C -2.2434 -0.5497 1.6958
20 C -2.9103 0.1942 2.8594
21 C -0.8939 -0.1849 1.6799
22 C -0.4571 -1.8936 -0.0318
23 O 5.4342 1.1974 -4.2628
24 C 3.3973 0.2967 -3.6359
25 C -2.1236 0.3251 5.9403
26 H 0.9487 -0.2359 0.6125
27 N 4.7848 0.1822 -3.9453
28 F -2.4952 0.5549 7.2413
29 C -2.7411 -1.4334 0.7232
30 H -0.8272 -0.4825 -2.1439
31 C 0.9612 0.6625 -2.2309
32 O 5.3119 -0.9581 -3.8884
33 F -3.0293 -0.5740 5.4514
34 C -1.4070 1.5400 -1.9870
35 H -3.8419 -1.5270 0.6947
36 C 2.7413 1.5475 -3.6771
37 C 2.7330 -0.8184 -3.0575

Values from the calculation:
Charge: -1
HOMO energy in hartree: -0.1389
Relative energy (zero: lowest compared OMol25 entry of this formula, charge and spin) in kcal/mol: 6.34
Orbital gap in eV: 5.40
Spin multiplicity: 1
Lowest unoccupied orbital energy in eV: 1.621